Entry from the OMol25 dataset: a cluster of 2 separate species, C10H16 in total (ωB97M-V with the def2-TZVPD basis set).

XYZ file:
```
26
Properties=species:S:1:pos:R:3:forces:R:3:mulliken_charge:R:1
C 1.2167 2.8170 2.2362 -0.557 0.811 -0.390 -0.6464
C -0.0961 2.5820 2.9706 -0.032 -0.077 0.199 -0.8240
H 2.0556 2.9688 2.9024 0.213 -0.303 0.094 0.3484
H 1.4159 2.0667 1.4727 0.292 -0.286 0.291 0.0787
H 1.1153 3.7531 1.6834 0.119 0.055 -0.110 0.2620
H -0.8729 2.2433 2.2868 -0.100 -0.238 -0.022 0.2472
H -0.4924 3.4998 3.3950 0.136 0.183 0.104 0.3039
H -0.0009 1.8789 3.7983 -0.053 -0.158 -0.154 0.2599
C -0.0513 1.1379 -0.8375 -0.387 0.522 0.032 -0.3296
C -0.9828 1.6132 -1.9865 0.371 -0.582 -0.002 -1.2289
C -0.0147 -0.3184 -0.6657 0.263 -0.533 -0.783 0.9050
C 1.2189 -1.0374 -0.6495 -0.231 0.067 0.200 -0.3556
C -1.2380 -1.0826 -0.6196 -0.589 0.380 0.936 -0.1275
C 1.2011 -2.3822 -0.4615 0.351 -0.422 -0.295 -0.4846
C -1.2634 -2.4286 -0.4600 1.127 -0.687 -0.128 -0.6930
C -0.0136 -3.1060 -0.3583 -0.541 0.620 -0.087 -0.2224
H 0.9427 1.5724 -0.9785 -0.095 -0.229 0.243 0.4702
H -0.4541 1.5012 0.1311 0.088 0.151 -0.207 -0.0924
H -0.5055 1.3385 -2.9306 -0.138 0.096 0.018 0.3588
H 2.1556 -0.5169 -0.7992 -0.058 0.084 0.090 0.3949
H -2.1724 -0.5497 -0.5266 -0.074 0.191 -0.354 0.3895
H 2.1279 -2.9347 -0.4767 0.101 -0.059 0.136 0.4016
H -2.1504 -3.0423 -0.4047 -0.256 0.365 0.055 0.4293
H -0.0148 -4.1721 -0.1997 0.164 -0.155 0.016 0.4309
H -1.1256 2.6890 -1.9724 0.012 0.004 0.160 0.3704
H -1.9432 1.1059 -1.9410 -0.127 0.201 -0.045 0.3539
```
Forces are in eV/Å.

**HOMO level (alpha / beta)**: -14.4 / -14.4 eV
**Calculated total energy**: -390.3079 Eh
**Energy relative to the best compared isomer or geometry (same formula, charge and spin)**: 1.24 kcal per mole
**Largest force on an atom**: 1.3 eV/A
**Total charge**: +1
**Spin multiplicity**: 2
**HOMO-LUMO gap (alpha / beta)**: 10.12 / 6.34 eV

Entry from the OMol25 dataset: a cluster of 2 separate species, C3H10NO2 in total (ωB97M-V with the def2-TZVPD basis set).

XYZ file:
```
16
Properties=species:S:1:pos:R:3:forces:R:3:mulliken_charge:R:1
C 0.7547 1.0927 0.7036 1.254 0.662 -0.068 -0.2344
N 0.9117 0.2378 -0.4792 -0.146 -0.495 1.164 -0.5379
C 0.9520 -1.2083 -0.1159 1.253 -1.005 0.156 -0.5063
O -0.1720 -1.6825 0.4524 -0.507 -0.404 -0.198 -0.8095
C 0.0137 2.3695 0.3678 -1.343 -0.721 -0.781 -1.1951
H 1.7780 1.3544 0.9965 0.198 0.235 0.011 0.3008
H 0.3697 0.6917 1.6543 -0.576 -0.622 -0.654 0.2933
H 0.0315 0.2705 -0.9797 -0.249 0.149 -0.179 0.3164
H 1.3390 -1.6802 -1.0667 -0.879 -0.055 0.062 0.2233
H 1.7772 -1.5378 0.5805 0.150 1.285 -0.233 0.2892
H 0.3514 2.8748 -0.5343 0.981 0.436 0.343 0.3279
H -0.9868 2.1109 -0.0275 -0.058 -0.207 0.757 0.3110
H -0.1050 2.9813 1.2564 0.082 0.475 -0.158 0.3537
H -2.7746 -1.0200 -0.3091 0.051 0.224 -0.360 0.2296
H -1.2266 -1.3338 -0.2822 0.286 0.403 -0.253 0.4474
O -2.0232 -0.8571 -0.8982 -0.496 -0.360 0.393 -0.8093
```
Forces are in eV/Å.

**HOMO level**: -3.5 eV
**Calculated total energy**: -325.5304 Eh
**Energy relative to the best compared isomer or geometry (same formula, charge and spin)**: 15.21 kcal per mole
**Largest force on an atom**: 1.7 eV/A
**Total charge**: -1
**HOMO-LUMO gap**: 7.68 eV

Entry from the OMol25 dataset: an isolated molecule of C3H5ClF2 (ωB97M-V with the def2-TZVPD basis set).

XYZ file:
```
11
Properties=species:S:1:pos:R:3:forces:R:3:mulliken_charge:R:1
C 0.5224 1.2985 0.1446 0.226 -1.845 0.619 -1.1221
C 0.4078 -0.2933 0.1250 0.442 0.056 1.218 0.8230
F 1.4431 -0.7881 -0.6170 0.092 0.149 0.306 -0.2745
F 0.5928 -0.8356 1.4709 0.088 1.272 -1.811 -0.3289
C -0.8522 -1.0982 -0.3328 2.275 3.714 3.171 -0.6293
Cl -2.1842 -0.1535 0.1759 -2.298 0.446 1.288 -0.1911
H -0.4066 1.7881 0.5330 1.360 -0.434 0.257 0.3338
H 0.5788 1.5596 -0.8772 -0.148 0.282 -1.413 0.3733
H 1.5647 1.5837 0.5108 -1.767 -0.369 0.276 0.3041
H -0.6432 -1.9680 0.1685 -0.548 -2.494 0.823 0.3666
H -1.0234 -1.0930 -1.3017 0.278 -0.776 -4.735 0.3451
```
Forces are in eV/Å.

**HOMO level**: -11.0 eV
**SMILES**: CC(F)(F)CCl
**Calculated total energy**: -777.2020 Eh
**Energy relative to the best compared isomer or geometry (same formula, charge and spin)**: 16.79 kcal per mole
**Largest force on an atom**: 5.4 eV/A
**HOMO-LUMO gap**: 11.89 eV

Entry from the OMol25 dataset: a cluster of 2 separate species, C7H12N3O2S in total (ωB97M-V with the def2-TZVPD basis set).

XYZ file:
```
25
Properties=species:S:1:pos:R:3:forces:R:3:mulliken_charge:R:1
C 2.2517 -0.4189 -0.8967 -1.435 -0.411 -0.579 -0.0623
C 3.8403 1.3788 -0.6312 1.766 2.746 0.800 0.5318
C 1.3225 0.8809 2.7199 -0.061 -0.525 -0.221 0.7422
C -0.3198 0.4951 0.4908 3.536 -0.721 -0.536 1.1275
C 2.5030 -1.6526 -1.6596 1.063 -0.359 -1.474 -1.0591
C -1.0490 -0.0026 -1.7265 -1.949 1.519 0.282 -0.4223
C -2.5991 1.0075 0.0029 1.003 4.276 -1.625 -0.9578
N 3.2470 0.3937 -0.9178 -0.035 -1.165 -0.610 -0.0586
N 1.2334 0.6490 4.0906 3.399 0.526 -2.093 -0.4183
N -1.2773 0.5079 -0.3519 -0.525 0.246 0.479 0.0403
O 4.5303 2.2937 -0.4503 -0.404 -0.411 -0.009 -0.3606
O 2.2350 0.9544 1.9239 -0.524 -0.253 1.891 -0.4883
S -0.3850 1.0285 2.0896 -1.584 0.385 0.607 -0.3441
H 0.7832 0.0962 0.0392 -1.536 0.532 0.745 -0.3363
H 3.5991 -1.7637 -1.9335 -1.258 -0.161 0.356 0.3497
H 1.9134 -1.8108 -2.6270 0.440 0.580 1.391 0.2880
H 2.1480 -2.4020 -0.9736 0.042 -0.922 0.085 0.2692
H -0.0035 -0.3418 -1.6925 -0.729 -0.198 -0.836 -0.1125
H -1.9010 -0.7400 -1.8451 1.517 0.402 -0.463 0.3576
H -1.2755 0.9236 -2.3901 0.752 -1.835 0.674 0.3473
H -3.2316 0.2637 0.2853 -1.774 -2.232 0.858 0.3718
H -2.5291 1.8139 0.7982 0.029 -1.143 -0.831 0.3774
H -3.0159 1.5443 -0.9152 0.423 -0.842 1.173 0.3093
H 2.1532 0.7250 4.5889 -1.522 -0.115 -0.440 0.2887
H 0.3812 0.7731 4.5796 -0.634 0.079 0.375 0.2196
```
Forces are in eV/Å.

**HOMO level**: -11.8 eV
**Calculated total energy**: -986.5056 Eh
**Energy relative to the best compared isomer or geometry (same formula, charge and spin)**: 57.66 kcal per mole
**Largest force on an atom**: 4.7 eV/A
**Total charge**: +1
**HOMO-LUMO gap**: 7.98 eV

Entry from the OMol25 dataset: a cluster of 17 separate species, C4H32BO24 in total (ωB97M-V with the def2-TZVPD basis set).

XYZ file:
```
61
Properties=species:S:1:pos:R:3:forces:R:3:mulliken_charge:R:1
O -0.5657 1.7515 3.2374 0.506 -0.423 0.258 -0.5573
C -0.4986 1.0079 2.2337 -5.183 2.290 -0.035 0.3187
O 0.5264 0.3277 1.8711 4.555 -3.525 -0.979 -0.4230
B 0.2406 -0.4468 0.6525 -0.455 1.815 0.921 0.5075
O -1.1308 -0.0356 0.3996 1.879 -5.353 -5.736 -0.4983
C -1.5714 0.7510 1.2394 2.982 3.709 6.316 0.4551
O -2.6641 1.2327 1.2774 -4.816 1.035 -0.339 -0.7715
O 0.3487 -1.9391 0.5808 -0.784 -0.470 1.470 -0.1022
C 0.6336 -2.2893 -0.6197 1.030 -0.057 -2.562 0.4263
O 0.4100 -3.3408 -1.2138 0.210 0.635 0.951 -0.5119
C 1.3631 -1.0686 -1.2802 0.417 1.406 -1.193 0.2066
O 1.1579 -0.0200 -0.4245 0.903 -1.412 -2.127 -0.4217
O 1.9778 -1.0258 -2.3703 -1.925 0.064 4.006 -0.5688
O 1.4317 -0.0780 4.7142 0.362 -0.572 0.650 -0.7021
H 2.1594 0.5431 4.7457 0.000 0.221 -0.067 0.2904
H 1.0335 0.0622 3.8552 -0.243 0.277 -0.416 0.4380
O 4.8478 -2.8042 -1.7011 0.409 0.057 0.018 -0.5989
H 4.1807 -2.3863 -1.1565 -0.274 0.186 0.007 0.2668
H 4.7600 -3.7387 -1.5135 -0.125 -0.228 -0.048 0.3030
O -0.2413 4.3008 5.0158 0.382 0.536 0.828 -0.7095
H -1.1571 4.0228 4.9997 -0.265 0.080 -0.028 0.4415
H 0.1153 4.0009 4.1796 0.133 -0.235 -0.608 0.3660
O 3.3948 1.6816 0.8258 0.405 0.414 0.248 -0.6198
H 2.6279 1.7069 0.2536 -0.373 -0.175 -0.190 0.3366
H 3.8037 0.8359 0.6419 -0.035 -0.187 -0.036 0.2938
O 0.8870 0.7433 -4.6421 -0.221 0.147 0.074 -0.5243
H 0.7889 1.0190 -5.5535 -0.086 0.088 -0.162 0.2259
H 1.5812 0.0847 -4.6640 0.107 -0.507 0.002 0.2257
O -3.6116 -0.6502 -0.8671 -0.319 -0.545 -0.740 -0.6595
H -4.4288 -0.1736 -1.0132 -0.213 0.152 0.072 0.2847
H -3.2844 -0.3153 -0.0323 0.336 0.548 0.466 0.3022
O -2.2190 -4.6023 -2.2620 -0.228 -0.369 -0.288 -0.6399
H -1.4904 -4.3307 -1.7037 0.526 0.309 0.167 0.3639
H -2.9739 -4.6314 -1.6742 -0.181 0.111 0.091 0.2908
O -5.3400 1.4075 2.1262 -1.090 0.081 0.136 -0.6525
H -4.5007 0.9702 1.9830 1.051 0.060 -0.385 0.3491
H -5.3151 1.6801 3.0435 0.057 0.065 0.139 0.2734
O 3.6688 1.8671 -4.2955 0.459 0.415 -0.018 -0.6423
H 3.3874 1.1012 -3.7951 -0.178 -0.157 0.223 0.3558
H 3.6062 1.5924 -5.2103 -0.055 -0.130 -0.125 0.3020
O -1.6964 1.3938 -2.3436 -0.006 0.463 -0.478 -0.6937
H -2.4442 0.8530 -2.0895 -0.179 -0.348 0.366 0.3432
H -0.9358 0.9336 -1.9888 0.154 -0.091 0.123 0.2790
O -4.7010 4.1748 0.9786 -0.318 0.693 -0.177 -0.6793
H -3.8518 3.8433 1.2706 0.351 -0.329 0.084 0.3351
H -5.3158 3.4690 1.1786 0.067 -0.483 0.094 0.3350
O 3.2187 -1.7392 -4.4602 0.626 0.698 -1.318 -0.7018
H 3.2456 -2.6549 -4.1829 -0.176 -0.282 0.162 0.3828
H 2.9368 -1.2605 -3.6807 0.007 -0.293 0.246 0.5599
O 0.0039 -5.0744 1.4108 0.065 -0.568 0.289 -0.6463
H 0.5838 -4.3603 1.1462 0.003 0.282 -0.150 0.3719
H -0.8787 -4.7284 1.2784 -0.116 0.215 -0.075 0.3013
O -2.7133 3.2180 4.4743 -0.735 0.398 0.373 -0.6939
H -2.1038 2.4830 4.4065 0.743 -0.678 -0.755 0.3397
H -3.5652 2.8098 4.6292 -0.140 0.031 0.038 0.2442
O 0.8112 3.9505 2.3287 0.072 0.507 -0.070 -0.6264
H 1.0813 3.0464 2.1679 -0.150 -0.525 0.130 0.3228
H 1.6050 4.4666 2.1883 0.221 0.170 -0.069 0.2657
O 2.5100 -4.2609 -3.6263 0.310 -0.454 -0.058 -0.6128
H 2.4821 -5.1535 -3.9709 0.018 -0.160 -0.139 0.2585
H 1.7883 -4.2233 -2.9987 -0.475 0.393 0.421 0.2947
```
Forces are in eV/Å.

**HOMO level (alpha / beta)**: 0.8 / -3.8 eV
**Calculated total energy**: -2002.5038 Eh
**Energy relative to the best compared isomer or geometry (same formula, charge and spin)**: 22.89 kcal per mole
**Largest force on an atom**: 8.1 eV/A
**Total charge**: -2
**Spin multiplicity**: 2
**HOMO-LUMO gap (alpha / beta)**: 3.16 / 7.70 eV

Entry from the OMol25 dataset: a cluster of 2 separate species, C4H12O in total (ωB97M-V with the def2-TZVPD basis set).

XYZ file:
```
17
Properties=species:S:1:pos:R:3:forces:R:3:mulliken_charge:R:1
C 2.3522 -1.1605 -0.3447 -1.615 2.679 0.118 -1.3050
C 0.9580 -0.4646 0.0137 0.342 -1.003 -0.297 -0.0678
C 0.8915 -0.4791 1.5241 -0.234 0.028 0.327 -1.2103
H 2.5920 -2.0313 0.2213 0.108 -0.218 0.985 0.3791
H 3.0629 -0.3529 -0.3202 0.936 -0.117 0.515 0.3250
H 2.3621 -1.4811 -1.3328 -0.196 -0.535 -2.055 0.3913
H 0.7310 0.5620 -0.3487 0.982 -0.638 -0.180 0.2725
H 0.1999 -1.0717 -0.4886 -0.268 0.015 0.533 0.2174
H 1.6030 0.2280 1.9430 0.729 -0.411 0.035 0.3041
H 0.0124 -0.1816 2.0558 -1.306 0.387 -0.372 0.3953
H 1.0138 -1.4980 1.8583 0.656 -0.241 0.394 0.3253
C -2.8984 1.4061 -1.0523 0.613 -1.758 -0.940 -0.5907
O -1.7820 0.7793 -0.4332 0.451 0.675 0.743 -0.4319
H -3.7146 1.3645 -0.3819 -1.100 0.599 0.774 0.2809
H -2.6551 2.4005 -1.4215 -0.246 0.005 -0.140 0.2500
H -3.1813 0.6763 -1.8492 0.255 1.018 0.131 0.1971
H -1.5474 1.3042 0.3569 -0.106 -0.485 -0.571 0.2678
```
Forces are in eV/Å.

**HOMO level**: -10.5 eV
**SMILES**: CCC.CO
**Calculated total energy**: -234.7872 Eh
**Energy relative to the best compared isomer or geometry (same formula, charge and spin)**: 28.51 kcal per mole
**Largest force on an atom**: 3.1 eV/A
**HOMO-LUMO gap**: 11.41 eV

Entry from the OMol25 dataset: a structure of composition C3H3BrO2S (ωB97M-V with the def2-TZVPD basis set).

XYZ file:
```
10
Properties=species:S:1:pos:R:3:forces:R:3:mulliken_charge:R:1
C 1.9253 -1.0100 1.0466 0.037 1.281 -1.736 0.1147
C 1.2734 -0.1829 0.4420 -0.551 0.680 -0.449 -0.5761
C -1.3968 -0.1495 -0.5781 0.195 1.049 0.269 -0.5755
O 0.7854 1.6427 -1.4878 -0.978 -1.011 0.275 -0.5424
O -0.2826 1.8791 0.7219 -0.598 0.240 0.025 -0.5258
S 0.1141 1.0462 -0.3632 1.789 -1.806 0.860 1.0997
Br -1.2678 -1.3541 0.8494 -0.735 -0.877 0.705 -0.0554
H 2.7517 -1.6686 1.1181 0.101 -0.396 0.707 0.3679
H -1.7117 -0.7292 -1.4395 0.964 0.419 -0.584 0.3859
H -2.1909 0.5264 -0.3095 -0.224 0.421 -0.072 0.3070
```
Forces are in eV/Å.

**HOMO level**: -10.2 eV
**Calculated total energy**: -3238.6349 Eh
**Energy relative to the best compared isomer or geometry (same formula, charge and spin)**: 43.55 kcal per mole
**Largest force on an atom**: 2.7 eV/A
**HOMO-LUMO gap**: 10.58 eV

Entry from the OMol25 dataset: a cluster of 2 separate species, C5H14N2 in total (ωB97M-V with the def2-TZVPD basis set).

XYZ file:
```
21
Properties=species:S:1:pos:R:3:forces:R:3:mulliken_charge:R:1
C 0.0827 0.6900 0.0553 -0.923 -0.722 -1.628 -1.1372
N 1.2226 -0.2236 -0.2217 -0.772 0.442 1.246 0.1100
C 1.3134 -1.3741 0.7107 -0.251 0.559 -0.087 -1.0041
C 2.4131 0.5774 -0.1198 1.068 0.377 -0.716 -0.9953
C -1.2323 -0.0303 -0.3068 -0.842 -0.902 1.613 0.2303
C -1.9357 -0.3194 1.0535 -0.311 1.363 -1.512 -1.5257
N -2.0577 0.7666 -1.2374 4.559 -0.391 -1.804 -0.7233
H 0.1161 1.4951 -0.6835 0.468 -0.032 0.174 0.7189
H -0.0822 1.2099 1.0085 0.896 -0.501 0.502 0.2887
H 0.3786 -1.9377 0.8056 0.099 0.295 -0.252 0.2868
H 2.0638 -2.0861 0.3647 0.128 0.214 -0.008 0.3236
H 1.5815 -0.9969 1.7112 0.047 -0.274 0.001 0.3630
H 2.7415 0.8117 0.8999 -0.193 -0.075 0.226 0.3660
H 2.2215 1.5257 -0.6235 0.138 0.005 0.009 0.3474
H 3.2730 0.1284 -0.6354 -0.214 -0.173 0.137 0.3165
H -1.0612 -1.0361 -0.6957 0.566 0.192 -0.419 0.3477
H -2.1928 0.6778 1.4211 -0.361 -0.288 0.474 0.4160
H -2.8141 -0.9360 0.8868 -0.083 -0.072 0.391 0.3740
H -1.1883 -0.7622 1.6848 -0.046 -0.374 0.518 0.3536
H -2.3067 0.1580 -2.0014 -0.906 -0.594 -0.082 0.3106
H -0.4968 0.5828 -2.2527 -3.066 0.948 1.216 0.2325
```
Forces are in eV/Å.

**HOMO level**: -9.0 eV
**Calculated total energy**: -308.2187 Eh
**Energy relative to the best compared isomer or geometry (same formula, charge and spin)**: 128.21 kcal per mole
**Largest force on an atom**: 4.9 eV/A
**HOMO-LUMO gap**: 8.37 eV